a:
22
Properties=species:S:1:pos:R:3 method="wB97M-V/def2-TZVPD" e_lumo_ev="-3.532 / -8.604" total_charge=+1 multiplicity=2 orbital_gap_ev="10.801 / 5.726" homo_ev="-14.333 / -14.330"
C 0.85 -0.34 -2.36
C 0.25 -0.08 -0.98
C 0.98 -1.02 0.04
C 0.08 -2.26 0.25
N 0.53 1.30 -0.55
H 0.30 0.18 -3.14
H 1.90 -0.04 -2.43
H 0.75 -1.42 -2.50
H -0.82 -0.30 -0.95
H 1.97 -1.31 -0.32
H 1.17 -0.58 1.03
H -0.98 -2.16 0.02
H 0.37 -3.07 -0.43
H 0.22 -2.64 1.27
H 0.41 1.34 0.47
H 0.15 2.11 -1.06
H -0.51 2.83 2.95
H -1.43 2.75 1.77
O -1.01 3.42 2.34
H -2.02 0.59 0.88
H -1.66 -0.10 2.01
O -1.50 0.80 1.69

---

b:
22
Properties=species:S:1:pos:R:3 method="wB97M-V/def2-TZVPD" e_lumo_ev="-2.730 / -8.024" total_charge=+1 multiplicity=2 orbital_gap_ev="11.037 / 5.744" homo_ev="-13.768 / -13.768"
C 1.73 1.20 -0.24
C 1.21 0.02 -1.08
N -0.26 -0.15 -0.91
C -1.02 1.03 -1.27
C -0.68 -1.25 -1.77
H 1.42 2.16 -0.64
H 1.21 1.01 0.71
H 2.79 1.08 -0.06
H 1.64 -0.89 -0.65
H 1.50 0.02 -2.13
H -0.84 1.40 -2.28
H -0.99 1.85 -0.55
H -2.08 0.79 -1.35
H -0.59 -0.90 -2.76
H -0.09 -2.17 -1.68
H -1.74 -1.49 -1.64
H 3.77 -2.39 3.61
H 4.75 -1.21 3.36
O 4.49 -2.09 3.05
H -6.01 1.08 0.69
H -5.45 0.65 1.98
O -5.27 1.30 1.28

---

Least stable structure: a

---

a:
28
Properties=species:S:1:pos:R:3 method="wB97M-V/def2-TZVPD" e_lumo_ev=-2.825 total_charge=+1 orbital_gap_ev=11.973 homo_ev=-14.797
O 1.77 0.73 -0.92
H -0.53 0.30 1.79
H -2.86 -2.59 0.74
O -2.38 -1.33 -2.47
H -1.91 -1.31 -3.30
O 1.29 3.14 0.63
H -0.80 -1.07 -1.39
H 2.12 3.21 0.14
O -0.50 -0.39 -0.76
H 0.97 4.03 0.44
H -3.16 -0.77 -2.44
O 0.25 0.62 3.18
H -1.95 -0.25 1.76
H 0.59 -0.15 3.64
O -1.46 0.46 1.32
H -0.96 0.05 0.38
H 0.95 1.04 2.64
O 2.65 1.27 1.64
H 2.07 0.35 -1.73
H 3.18 0.81 2.30
O 0.77 -2.53 -2.87
H 0.47 -0.20 -0.95
H 2.24 0.68 1.00
O -2.54 -1.69 0.64
H 0.75 -2.36 -3.81
H 1.01 -3.43 -2.66
H 1.41 1.63 -0.80
H -2.35 -1.70 -0.31

---

b:
28
Properties=species:S:1:pos:R:3 method="wB97M-V/def2-TZVPD" e_lumo_ev=-2.759 total_charge=+1 orbital_gap_ev=11.680 homo_ev=-14.439
O 2.68 -0.30 -3.10
H -1.46 -0.64 -1.97
H 4.32 -0.97 0.24
O 0.16 -0.43 4.00
H 0.10 0.58 1.96
O -1.89 1.56 -3.07
H -2.37 -0.37 3.00
H -1.54 2.13 -2.36
O 1.35 0.24 -0.94
H -2.28 1.94 -3.80
H 0.51 -1.13 4.41
O 0.92 -0.04 1.53
H -0.85 -1.74 -1.14
H 1.09 -0.20 2.66
O -0.99 -0.85 -1.15
H 2.08 -0.07 -1.60
H 1.36 0.04 0.00
O -3.82 0.40 0.39
H 2.01 0.24 -3.61
H -3.82 1.08 -0.22
O -1.85 -0.12 2.29
H 0.45 0.06 -1.17
H -3.96 0.84 1.03
O 3.51 -0.62 0.09
H -2.40 -0.03 1.47
H -0.42 -0.66 3.42
H 3.42 0.11 -3.52
H 3.28 -0.02 0.77

---

Least stable structure: b

---

a:
28
Properties=species:S:1:pos:R:3 method="wB97M-V/def2-TZVPD" e_lumo_ev=-3.500 total_charge=+1 orbital_gap_ev=9.794 homo_ev=-13.294
O 3.46 0.74 0.20
H 2.97 0.95 -0.61
H 4.00 1.49 0.47
O 2.21 -0.19 2.04
H -2.27 -0.88 2.57
O 0.32 1.38 1.46
H 1.77 0.49 1.41
H 0.31 2.18 0.92
O 0.13 -3.38 -2.62
H 0.28 -3.48 -3.57
H 1.01 -3.12 -2.32
O -2.91 -1.69 0.35
H -3.04 -2.03 -0.56
H -3.55 -0.97 0.19
O -1.67 -0.13 2.62
H -0.58 1.25 1.81
H -1.73 0.18 3.54
O 2.16 2.69 -1.46
H 1.40 2.52 -2.02
H 2.67 3.46 -1.75
O -2.07 -0.86 -2.24
H -1.43 -1.55 -2.46
H -1.94 -0.66 -1.29
O -2.28 0.83 -0.12
H -2.13 1.68 -0.52
H -1.60 0.40 0.41
H 2.99 -0.44 1.46
H 1.52 -0.89 2.09

---

b:
28
Properties=species:S:1:pos:R:3 method="wB97M-V/def2-TZVPD" e_lumo_ev=-2.855 total_charge=+1 orbital_gap_ev=11.176 homo_ev=-14.031
O -0.06 -0.24 0.42
H -0.67 -1.02 0.55
H 2.08 -1.20 2.06
O 0.16 0.38 -3.17
H 2.46 3.25 1.23
O -1.98 -2.00 1.34
H 0.32 0.50 -4.11
H -1.92 -2.41 2.21
O 2.86 -1.03 -1.21
H 2.94 -0.26 -1.78
H 3.49 -1.65 -1.58
O -0.91 2.18 1.08
H -1.19 2.87 1.69
H 0.02 2.49 0.94
O 1.51 3.34 1.35
H -2.49 -2.52 0.71
H 1.28 4.17 1.80
O 2.06 -0.30 1.70
H 0.81 -0.36 0.99
H 2.49 -0.36 0.82
O 0.14 -2.67 -0.62
H -0.27 -2.47 -1.48
H -0.10 -3.59 -0.49
O -3.79 0.53 -0.87
H -4.54 0.24 -1.39
H -3.38 -0.14 -0.33
H -0.63 0.41 0.93
H -0.54 1.00 -2.94

---

c:
28
Properties=species:S:1:pos:R:3 method="wB97M-V/def2-TZVPD" e_lumo_ev=-3.499 total_charge=+1 orbital_gap_ev=10.797 homo_ev=-14.296
O 2.01 -0.76 3.06
H 0.84 0.62 -0.29
H -1.20 -0.81 2.58
O 0.32 -1.24 -1.73
H -3.26 0.13 -3.34
O 1.05 0.01 0.44
H 0.03 -0.51 -2.30
H 0.83 -0.91 0.11
O -1.37 1.36 -0.54
H -2.20 1.78 -0.77
H -1.55 0.74 0.17
O 0.66 -3.38 1.96
H -0.26 -3.15 2.04
H 0.82 -4.03 1.27
O -2.59 0.77 -3.15
H 0.20 -0.04 0.99
H -2.66 1.23 -4.00
O -1.25 -0.55 1.66
H 2.27 -1.64 3.33
H -1.77 -1.23 1.20
O 0.21 2.80 1.33
H -0.44 2.56 2.00
H -0.22 2.57 0.49
O 1.35 1.31 -2.85
H 1.44 1.25 -3.81
H 2.21 0.96 -2.58
H 1.47 -0.15 3.51
H 0.23 -1.98 -2.34

---

Least stable structure: c

---

a:
18
Properties=species:S:1:pos:R:3 method="wB97M-V/def2-TZVPD" e_lumo_ev="-0.210 / 0.773" total_charge=0 orbital_gap_ev="7.052 / 7.812" homo_ev="-7.262 / -7.039"
C 0.59 1.13 -2.88
C 0.55 0.55 1.91
C -0.84 -2.39 1.88
C -0.64 0.99 -1.89
O -1.49 1.95 -1.48
Si 0.37 -1.16 1.07
H 0.24 1.47 -3.79
H 1.28 1.78 -2.42
H 1.15 0.24 -2.94
H 0.93 0.41 2.95
H 1.38 1.06 1.41
H -0.46 0.96 1.80
H -1.37 -2.94 1.04
H -0.29 -2.91 2.55
H -1.63 -1.96 2.38
H -0.55 0.18 -1.14
H -0.94 2.73 -1.38
H 1.69 -2.09 0.91

---

b:
18
Properties=species:S:1:pos:R:3 method="wB97M-V/def2-TZVPD" e_lumo_ev=-1.096 total_charge=0 orbital_gap_ev=8.100 homo_ev=-9.197
C -0.96 2.12 -1.96
C -1.01 -2.34 1.08
C 1.86 -0.93 1.10
C 0.16 1.97 -1.05
O -0.63 -0.09 -0.44
Si -0.02 -0.66 0.90
H -0.92 1.56 -2.96
H -1.78 1.79 -1.46
H -1.12 3.11 -2.24
H -1.84 -2.24 1.72
H -1.13 -2.68 0.03
H -0.54 -3.09 1.58
H 2.53 -1.11 0.17
H 2.38 -0.09 1.68
H 2.15 -1.80 1.59
H 0.05 2.45 -0.17
H 0.99 1.56 -1.54
H -0.18 0.47 1.99

---

Least stable structure: a

---

a:
19
Properties=species:S:1:pos:R:3 method="wB97M-V/def2-TZVPD" e_lumo_ev=0.597 total_charge=0 orbital_gap_ev=8.618 homo_ev=-8.021
C -1.95 -0.60 0.28
C 0.19 0.21 -0.84
C -0.13 0.10 0.54
C 3.11 0.43 0.00
C 1.95 1.10 -0.71
O -2.84 0.29 0.88
O -1.93 -1.79 0.99
O -2.45 -0.87 -0.99
O 2.08 2.15 -1.30
H -2.78 0.11 1.83
H -2.61 -2.37 0.59
H -3.01 -0.11 -1.20
H -0.35 0.96 -1.41
H 0.35 -0.73 -1.37
H 0.38 -0.70 1.08
H -0.19 1.02 1.11
H 4.04 0.96 -0.22
H 2.93 0.43 1.08
H 3.19 -0.60 -0.35

---

b:
19
Properties=species:S:1:pos:R:3 method="wB97M-V/def2-TZVPD" e_lumo_ev=0.630 total_charge=0 orbital_gap_ev=10.489 homo_ev=-9.859 smiles="CCCC(O)(O)C(=O)O"
C -2.18 0.12 0.34
C -1.20 -0.27 -0.76
C 0.19 0.84 -0.75
C 1.20 0.44 0.27
O 1.06 1.00 1.52
O 2.53 0.46 -0.21
C 0.71 -1.09 0.33
O 0.28 -1.48 1.41
O 1.29 -1.86 -0.61
H -1.81 -0.21 1.31
H -2.32 1.20 0.39
H -3.15 -0.34 0.15
H -1.58 0.03 -1.74
H -1.17 -1.35 -0.89
H -0.28 1.79 -0.50
H 0.58 0.76 -1.76
H 0.74 0.28 2.10
H 3.01 1.10 0.33
H 2.10 -1.42 -0.93

---

Least stable structure: a

---

a:
20
Properties=species:S:1:pos:R:3 method="wB97M-V/def2-TZVPD" e_lumo_ev=0.580 total_charge=0 orbital_gap_ev=9.770 homo_ev=-9.190 smiles="N=C(N)N.C=CCN"
N -3.34 0.76 -0.79
C -2.46 1.67 -0.88
N -2.31 2.75 -0.02
N -1.60 1.70 -1.98
H -3.95 0.91 0.00
H -2.50 2.54 0.95
H -1.49 3.33 -0.14
H -0.69 2.09 -1.80
H -1.55 0.78 -2.41
C 2.55 -0.67 2.15
C 2.44 -1.59 1.21
C 1.21 -1.75 0.36
N 1.55 -1.84 -1.06
H 3.42 -0.59 2.78
H 1.72 0.01 2.31
H 3.26 -2.28 1.04
H 0.62 -2.60 0.72
H 0.59 -0.87 0.51
H 0.75 -1.57 -1.62
H 1.76 -2.79 -1.33

---

b:
20
Properties=species:S:1:pos:R:3 method="wB97M-V/def2-TZVPD" e_lumo_ev=0.860 total_charge=0 orbital_gap_ev=9.236 homo_ev=-8.376 smiles="[H]/N=C(/N(C)C)N(C)N"
H -1.66 1.45 1.39
N -1.23 0.47 1.62
C -0.53 0.24 0.52
N 0.23 -0.91 0.21
C -0.06 -1.87 1.36
C 1.67 -0.82 0.10
N -0.35 1.10 -0.50
C -0.59 0.39 -1.71
N -0.94 2.38 -0.52
H 0.36 -1.34 2.23
H -1.07 -2.16 1.52
H 0.56 -2.79 1.17
H 1.91 -1.94 -0.03
H 2.09 -0.24 -0.73
H 2.49 -0.40 0.86
H -1.58 0.03 -1.98
H -0.30 1.14 -2.51
H 0.19 -0.41 -1.93
H -0.64 2.72 -1.37
H -0.56 2.97 0.30

---

c:
20
Properties=species:S:1:pos:R:3 method="wB97M-V/def2-TZVPD" e_lumo_ev=0.780 total_charge=0 orbital_gap_ev=7.288 homo_ev=-6.508
C -0.86 1.25 -1.13
C -1.24 -0.29 0.77
C -2.18 -1.26 0.11
N 0.44 1.53 -0.79
C 1.26 0.58 -0.27
N 1.41 -1.57 0.55
N 2.45 0.97 0.39
N 0.72 -0.62 -0.20
H 0.68 2.49 -0.58
H 1.47 -2.43 0.02
H 2.34 -1.26 0.82
H 2.36 1.71 1.08
H 3.24 1.12 -0.21
H -1.00 0.32 -1.66
H -1.47 2.10 -1.39
H -1.69 0.63 1.13
H -0.64 -0.72 1.56
H -2.67 -1.91 0.84
H -2.96 -0.74 -0.46
H -1.63 -1.90 -0.58

---

Least stable structure: c

---

a:
20
Properties=species:S:1:pos:R:3 method="wB97M-V/def2-TZVPD" e_lumo_ev=0.752 total_charge=0 orbital_gap_ev=9.600 homo_ev=-8.848 smiles=CNN(C)C.N#CN
C -0.11 2.05 -0.80
N 0.81 1.21 -0.09
N 0.40 -0.22 0.27
C 0.10 -0.28 1.70
C 1.53 -1.11 -0.02
H -0.43 1.55 -1.71
H 0.41 2.96 -1.08
H -1.01 2.30 -0.23
H 1.49 1.60 0.55
H -0.67 0.45 1.93
H 0.96 -0.03 2.33
H -0.24 -1.29 1.95
H 1.26 -2.14 0.18
H 1.78 -1.01 -1.08
H 2.42 -0.87 0.57
N -3.07 -0.18 0.18
C -2.14 -0.71 -0.29
N -1.49 -1.27 -1.31
H -0.62 -0.76 -1.53
H -1.38 -2.26 -1.50

---

b:
20
Properties=species:S:1:pos:R:3 method="wB97M-V/def2-TZVPD" e_lumo_ev=0.831 total_charge=0 orbital_gap_ev=8.482 homo_ev=-7.651
C 0.72 -1.60 -0.47
C 0.19 -0.24 -0.79
C 1.29 0.98 0.58
C 2.28 0.56 1.37
N 0.16 0.20 -1.98
H -0.24 1.12 -2.10
H 1.41 1.98 0.15
H 1.75 -1.65 -0.81
H 0.69 -1.81 0.60
H 0.14 -2.36 -1.00
H 2.29 -0.45 1.79
H 3.14 1.17 1.64
N -1.15 0.10 0.23
N -2.00 -1.02 0.45
N -1.87 1.28 -0.15
H -0.38 0.39 0.95
H -2.41 -1.29 -0.44
H -2.75 -0.71 1.06
H -2.01 1.26 -1.16
H -1.25 2.07 0.06

---

Least stable structure: b

---

a:
20
Properties=species:S:1:pos:R:3 method="wB97M-V/def2-TZVPD" e_lumo_ev=0.780 total_charge=0 orbital_gap_ev=9.703 homo_ev=-8.923
C -0.74 -2.57 1.80
N -0.76 -1.45 2.69
C -0.50 -0.34 2.10
N -0.26 -0.16 0.78
N -0.24 1.13 0.30
C 0.90 1.47 -0.49
C 1.04 0.74 -1.82
N -0.02 1.02 -2.77
H -1.42 -2.47 0.93
H 0.36 -2.71 1.49
H -1.12 -3.52 2.31
H -0.46 0.66 2.68
H -0.38 -0.92 0.16
H -1.09 1.35 -0.18
H 1.72 1.41 0.17
H 0.85 2.53 -0.80
H 1.08 -0.34 -1.79
H 1.93 1.13 -2.31
H 0.02 2.05 -2.94
H -0.93 0.99 -2.31

---

b:
20
Properties=species:S:1:pos:R:3 method="wB97M-V/def2-TZVPD" e_lumo_ev=0.608 total_charge=0 orbital_gap_ev=7.215 homo_ev=-6.607
C 0.65 1.47 -1.32
C 0.75 -1.71 1.34
C -0.13 1.04 -0.12
C 0.76 -1.19 -0.08
N 1.70 -1.60 -0.84
N -0.19 1.57 1.04
H 1.63 -1.19 -1.78
H 0.61 2.15 1.24
H 0.61 0.73 -2.12
H 0.26 2.42 -1.69
H 1.70 -2.18 1.61
H 0.53 -0.91 2.05
H 1.70 1.60 -1.04
H -0.04 -2.47 1.45
N -1.42 0.31 -0.52
N -2.29 -0.05 0.57
H -1.89 -0.91 0.94
H -2.10 0.66 1.28
H -1.96 0.83 -1.21
H -0.87 -0.57 -0.81

---

Least stable structure: b

---

a:
7
Properties=species:S:1:pos:R:3 method="wB97M-V/def2-TZVPD" e_lumo_ev=0.761 total_charge=0 orbital_gap_ev=10.758 homo_ev=-9.997 smiles=Clc1conn1
Cl 1.82 -1.27 -1.84
C 1.39 0.13 -1.11
C 0.37 0.22 -0.23
O 0.37 1.46 0.30
N 1.43 2.16 -0.25
N 2.06 1.50 -1.05
H -0.44 -0.37 0.11

---

b:
7
Properties=species:S:1:pos:R:3 method="wB97M-V/def2-TZVPD" e_lumo_ev=0.345 total_charge=0 orbital_gap_ev=11.334 homo_ev=-10.990 smiles=Clc1cnon1
Cl -1.12 -1.44 -1.64
C -0.21 -0.27 -0.55
C -0.33 -0.04 0.89
N 0.70 0.71 1.05
O 1.24 1.06 -0.09
N 0.62 0.53 -1.20
H -0.89 -0.54 1.55

---

c:
7
Properties=species:S:1:pos:R:3 method="wB97M-V/def2-TZVPD" e_lumo_ev=0.441 total_charge=0 orbital_gap_ev=9.821 homo_ev=-9.380 smiles=[O-][N+]#CCl.C#N
O -0.72 2.66 -0.08
N -1.01 1.52 0.07
C -1.66 0.57 0.21
Cl -1.95 -1.05 0.00
C 1.83 -1.17 -0.13
N 0.76 -0.74 -0.10
H 2.75 -1.79 0.04

---

Least stable structure: c

---

a:
18
Properties=species:S:1:pos:R:3 method="wB97M-V/def2-TZVPD" e_lumo_ev=0.602 total_charge=0 orbital_gap_ev=8.758 homo_ev=-8.156
C 0.32 -0.75 1.65
C 0.59 -0.77 0.34
C 1.73 0.21 -0.06
C 1.30 1.47 -0.92
N -0.08 -1.33 -0.68
C -1.28 -1.26 -0.95
N -2.28 -0.40 -0.47
S -2.03 1.15 0.29
H 1.09 -0.43 2.44
H -0.44 -1.44 2.02
H 2.39 -0.37 -0.72
H 2.25 0.47 0.84
H 0.37 1.91 -0.33
H 2.10 2.26 -1.01
H 1.09 1.05 -1.91
H -1.77 -2.05 -1.56
H -3.19 -0.58 -0.71
H -2.16 0.87 1.74

---

b:
18
Properties=species:S:1:pos:R:3 method="wB97M-V/def2-TZVPD" e_lumo_ev="0.235 / 0.133" total_charge=0 orbital_gap_ev="7.142 / 7.818" homo_ev="-6.907 / -7.684"
C -2.45 0.45 0.11
C 1.73 0.00 -0.43
C 0.48 -0.18 -1.10
C 0.38 0.39 0.30
C -0.35 -1.50 1.55
N -2.82 1.63 0.53
N -0.19 -0.14 1.36
S -2.40 -0.74 -0.95
H 2.28 -0.92 -0.14
H 2.31 0.74 -0.93
H -0.01 0.54 -1.67
H 0.08 -1.20 -1.43
H 0.17 1.54 0.23
H -0.97 -1.91 0.72
H 0.58 -2.02 1.62
H -0.95 -1.65 2.54
H -2.77 1.72 1.52
H -3.46 2.34 0.05

---

Least stable structure: b

---

a:
7
Properties=species:S:1:pos:R:3 method="wB97M-V/def2-TZVPD" e_lumo_ev="-0.222 / 0.365" total_charge=0 orbital_gap_ev="8.004 / 8.859" homo_ev="-8.226 / -8.494"
C 1.46 0.30 0.07
N -0.85 -0.20 0.78
O 1.21 0.02 -1.05
F -1.07 1.15 1.14
S -1.32 -0.30 -0.80
H 2.20 0.72 0.57
H -1.63 -1.69 -0.71

---

b:
7
Properties=species:S:1:pos:R:3 method="wB97M-V/def2-TZVPD" e_lumo_ev=0.032 total_charge=0 orbital_gap_ev=10.310 homo_ev=-10.278 smiles="O=C(F)NS"
O -1.52 -1.51 -0.07
C -1.39 -0.31 -0.11
F -2.53 0.46 0.04
N -0.39 0.54 -0.46
S 1.23 -0.26 0.02
H -0.36 1.48 -0.23
H 1.56 -1.09 -1.08

---

c:
7
Properties=species:S:1:pos:R:3 method="wB97M-V/def2-TZVPD" e_lumo_ev=0.019 total_charge=0 orbital_gap_ev=9.626 homo_ev=-9.607
H 0.11 -2.10 0.80
N -0.23 -1.17 0.54
C 0.61 -0.46 0.00
F 1.96 -0.90 -0.03
O 0.27 0.76 -0.54
S -1.34 1.23 -0.27
H -1.38 2.64 -0.50

---

Least stable structure: a